The following is a DFT calculation (ωB97M-V/def2-TZVPD) of 2 unconnected molecules or ions with the total composition CH2O2S at a distorted geometry.

```
6
Properties=species:S:1:pos:R:3:forces:R:3
O 1.43200 -1.18054 -0.00436 0.3 1.4 0.3
C 1.72775 -0.05236 0.06408 -0.7 -2.8 -0.5
S 2.16390 1.41715 0.05171 0.3 1.3 0.2
O -1.41507 0.08518 0.07730 3.4 -2.7 -0.3
H -2.20310 0.50170 0.07686 -4.0 2.9 0.2
H -1.70548 -0.77113 -0.26559 0.7 -0.2 0.1
```
Positions in Å, forces in eV/Å.

The energy relative to the best compared isomer or geometry (same formula, charge and spin) comes out at 0.156 eV. The calculation puts the gap between HOMO and LUMO at 11.2 eV. As for the lowest unoccupied orbital energy: 0.024 Eh. The value obtained for the HOMO energy is -10.5022 eV. As for the SMILES: O=C=S.O.

=====

The following is a DFT calculation (ωB97M-V/def2-TZVPD) of a molecular structure, C18H29N2Ti at a distorted geometry.

```
50
Properties=species:S:1:pos:R:3:forces:R:3
C 1.21871 0.06727 -2.27350 0.6 -0.1 -0.3
H 1.09638 -0.73848 -2.99575 -0.4 0.1 -0.1
H 1.41258 0.98720 -2.84481 -0.3 -0.2 0.3
H 0.23550 0.20010 -1.78896 -0.4 0.1 -0.3
C 2.46029 -0.27523 -1.43344 -0.4 0.0 0.4
H 2.46970 0.24814 -0.45944 0.2 0.2 0.0
H 2.50977 -1.33484 -1.16553 0.1 0.1 -0.2
C 3.66312 0.12769 -2.28812 0.0 0.1 0.1
H 4.62365 -0.19446 -1.86026 -0.4 0.2 -0.2
H 3.49957 -0.33344 -3.27193 0.4 0.1 0.2
H 3.64424 1.21796 -2.43073 0.3 -0.3 0.0
C -0.56103 0.76867 2.04452 -0.2 2.1 -0.1
C 0.85651 1.06044 1.85408 -0.9 1.5 -0.2
C 0.98093 1.92924 0.68822 -1.4 1.3 0.9
C -0.34827 2.12842 0.12784 0.1 1.4 2.0
C -1.29956 1.43295 0.97371 0.7 1.7 1.0
C -2.77947 1.52273 0.78866 -0.6 -0.3 -0.2
C -0.70255 3.03351 -1.00919 0.0 0.0 -0.7
C 2.19316 2.67654 0.25127 0.7 0.1 -0.4
C 1.97472 0.51013 2.65621 0.6 -0.3 0.4
C -1.14471 -0.07081 3.11441 -0.1 -0.7 0.4
Ti 0.09249 0.07752 0.21930 1.4 -7.4 -3.8
H -1.63369 2.72318 -1.50289 0.2 0.1 0.1
H -0.85026 4.07558 -0.68107 0.1 -0.4 0.1
H 0.08167 3.06133 -1.77831 -0.2 0.0 0.2
H -3.06022 1.51056 -0.27756 0.1 0.0 0.3
H -3.31552 0.70816 1.29076 0.1 0.2 0.0
H -3.18279 2.46384 1.19990 0.3 -0.3 -0.1
H -0.36598 -0.45641 3.77873 -0.2 0.1 -0.1
H -1.86409 0.48942 3.71415 0.1 0.2 0.0
H -1.69450 -0.92529 2.70641 0.1 0.1 0.1
H 2.90998 0.46110 2.08714 -0.2 0.0 0.1
H 2.16942 1.14572 3.52759 -0.1 -0.1 -0.1
H 1.76025 -0.49710 3.03223 0.0 0.2 0.0
H 2.28215 2.76807 -0.84104 -0.1 -0.1 0.3
H 2.17303 3.70616 0.64030 -0.2 -0.3 0.0
H 3.11863 2.22045 0.61704 -0.2 0.0 0.0
N -2.48788 -1.96438 0.97879 0.0 0.3 -0.3
C -1.49619 -2.81222 0.52320 -0.4 -0.4 0.5
C -1.61948 -4.20561 0.71360 0.7 0.2 -0.6
C -0.72135 -5.03296 0.04114 -0.6 0.4 0.6
C 0.27855 -4.44639 -0.73974 0.7 0.8 -0.4
C 0.42764 -3.06271 -0.73729 -0.4 -1.0 0.2
N -0.41677 -2.25090 -0.04284 0.1 1.1 -0.6
H -2.68880 -1.14120 0.40480 0.0 -0.7 0.3
H -3.32819 -2.41294 1.33068 0.2 0.1 -0.1
H -2.42790 -4.56658 1.34009 0.1 -0.2 -0.2
H -0.81249 -6.11813 0.10593 0.0 0.3 0.0
H 0.97324 -5.04345 -1.33138 -0.3 0.1 0.2
H 1.20076 -2.55925 -1.31545 -0.2 -0.4 0.2
```
Positions in Å, forces in eV/Å.

The spin multiplicity is 2. The calculation puts the gap between HOMO and LUMO (alpha / beta) at 7.4 / 7.5 eV. As for the lowest unoccupied orbital energy (alpha / beta): -0.287 / -0.281 Eh. The total charge is +2. The value obtained for the HOMO energy (alpha / beta) is -15.1783 / -15.1774 eV.

=====

The following is a DFT calculation (ωB97M-V/def2-TZVPD) of 3 unconnected molecules or ions with the total composition C22H51N6O4 at a distorted geometry.

```
83
Properties=species:S:1:pos:R:3:forces:R:3
C -4.28331 -4.02278 3.14126 0.0 0.7 0.2
C -4.00611 -2.71814 3.39704 0.3 -0.9 -0.4
C -2.80986 -2.04556 2.73533 -2.1 1.0 -0.5
C -2.00746 -1.14540 3.72630 -0.1 -1.2 -0.9
C -0.69047 -1.89389 4.03972 -0.5 -0.1 0.6
C -0.11935 -1.63311 5.44181 0.4 0.7 -0.6
N 1.31517 -1.51346 5.47827 -0.2 -0.9 -0.3
C 1.97568 -2.69296 6.05861 0.7 0.3 0.5
C 1.76897 -2.80146 7.57520 0.2 -0.6 0.4
C 1.46496 -4.24149 8.04750 -0.1 0.3 -0.3
N -0.67399 -0.30629 5.92010 -0.2 0.4 0.6
C -2.05023 -0.39609 5.98851 -0.2 0.1 -0.1
N -2.70910 -0.15447 7.13568 0.0 -0.2 -0.4
N -2.79006 -0.79136 4.93624 1.6 0.9 -0.1
H -4.46094 -4.74116 3.93365 -1.6 0.2 -0.1
H -4.34919 -4.34624 2.10490 1.6 -0.6 0.1
H -4.67054 -2.13648 4.02770 0.8 -0.3 1.2
H -2.18421 -2.83457 2.34262 0.2 0.1 -0.2
H -3.17470 -1.42297 1.90891 0.3 0.1 -0.1
H -1.81547 -0.22462 3.17774 0.4 0.1 0.3
H -0.88610 -2.96203 3.94759 0.1 -0.1 0.0
H 0.01029 -1.61202 3.25756 0.1 0.1 0.1
H -0.46667 -2.38225 6.15193 0.0 0.0 0.1
H 1.64586 -1.43573 4.52396 0.1 0.3 0.0
H 3.04351 -2.55370 5.89047 0.0 0.0 -0.2
H 1.72317 -3.63570 5.55973 -0.3 0.1 0.0
H 2.68651 -2.50698 8.08243 0.0 0.3 -0.1
H 1.00376 -2.11057 7.92849 -0.1 0.0 -0.2
H 0.75497 -4.26066 8.87102 0.0 0.0 0.0
H 2.36461 -4.75161 8.38293 0.0 -0.1 -0.1
H 1.05761 -4.80434 7.20726 -0.2 -0.2 0.2
H -0.38151 0.39329 5.23666 0.0 -0.1 -0.2
H -3.32848 -0.87009 7.47891 -0.8 0.4 -0.3
H -2.62253 0.71956 7.62608 0.7 -0.3 0.6
H -3.39068 0.00273 4.71912 -1.1 -0.8 0.3
C 0.82834 1.56945 -2.49774 0.1 -0.1 0.1
O 1.89674 2.02482 -1.68335 -0.2 0.0 0.0
C 1.83683 3.40431 -1.34525 0.3 0.1 0.0
C 1.46993 3.60295 0.11049 -0.2 -0.1 0.0
N 0.08065 3.23703 0.36783 0.2 -0.2 0.1
C -0.27166 3.10953 1.77494 -0.2 0.0 -0.2
C 0.49046 2.10760 2.63963 -0.1 0.1 0.3
O 0.23407 0.73822 2.34160 0.1 0.1 0.0
C 0.94954 0.23344 1.21710 -0.2 -0.2 0.1
H 1.09836 0.58754 -2.88280 0.1 0.0 0.0
H -0.09991 1.46012 -1.92408 -0.1 0.1 -0.1
H 0.65442 2.23741 -3.34098 -0.1 0.0 0.0
H 1.15530 3.94618 -2.00708 -0.1 -0.1 0.0
H 2.83958 3.81017 -1.50078 0.0 0.0 0.0
H 1.61647 4.65348 0.37739 0.0 0.0 0.0
H 2.17299 3.00490 0.70486 0.1 0.1 0.0
H -0.11921 2.36233 -0.09729 0.0 0.0 -0.1
H -1.32978 2.83173 1.80862 0.0 0.0 0.1
H -0.19084 4.09576 2.24283 0.1 0.0 0.0
H 0.14286 2.25115 3.66914 0.0 0.0 0.0
H 1.56820 2.29644 2.65753 0.0 -0.1 -0.1
H 1.94173 0.67808 1.13253 0.0 0.1 0.0
H 0.39121 0.38831 0.29330 0.1 0.1 -0.1
H 1.06184 -0.84445 1.34902 0.0 0.0 0.1
C 3.13965 0.06076 -8.64829 0.0 0.1 0.0
O 2.33165 1.06799 -9.22305 0.0 -0.2 0.1
C 1.25787 0.58604 -10.02227 -0.1 0.2 -0.2
C -0.08043 0.77826 -9.33976 0.0 -0.1 0.2
N -0.23483 -0.10916 -8.19308 0.0 0.2 0.0
C -1.35413 0.21190 -7.31179 0.2 -0.2 0.0
C -1.41283 1.59057 -6.65841 -0.3 0.0 0.1
O -0.43019 1.82400 -5.66322 0.1 0.1 -0.1
C 0.85087 2.17829 -6.15736 0.0 -0.2 0.2
H 4.04167 0.54032 -8.27137 0.0 0.0 0.0
H 2.64304 -0.43429 -7.80585 0.0 -0.1 0.0
H 3.42594 -0.69228 -9.38734 0.0 0.0 0.0
H 1.41438 -0.45863 -10.30647 0.0 0.0 0.1
H 1.26026 1.18097 -10.93914 0.0 0.0 0.0
H -0.87842 0.57109 -10.05903 0.0 0.0 0.0
H -0.15085 1.83623 -9.05638 0.0 0.0 -0.1
H 0.61736 -0.09474 -7.65029 0.0 0.0 0.0
H -1.34036 -0.52784 -6.50700 -0.1 0.0 0.0
H -2.28434 0.05510 -7.86729 0.0 0.1 0.0
H -2.37065 1.65179 -6.13567 0.0 0.0 0.0
H -1.41553 2.40532 -7.39144 0.1 0.0 0.0
H 0.79498 2.78490 -7.06340 0.0 -0.1 -0.1
H 1.44940 1.28301 -6.34296 0.1 0.1 -0.2
H 1.36334 2.75648 -5.38785 -0.1 0.0 0.0
```
Positions in Å, forces in eV/Å.

The calculation puts the gap between HOMO and LUMO at 5.9 eV. As for the lowest unoccupied orbital energy: -0.150 Eh. The total charge is +1. The value obtained for the HOMO energy is -9.9531 eV.